Record 1
Below is the molecule C22H19FN2O, with properties calculated with ωB97M-V/def2-TZVPD.

Structure (XYZ):
```
45
Properties=species:S:1:pos:R:3:forces:R:3
H -0.269 -0.969 -2.285 0.019 0.053 -0.107
C -0.192 -2.597 -0.172 -0.117 -0.034 0.087
C 1.122 0.680 -2.129 -0.182 -0.028 0.126
H 1.131 1.752 -2.355 0.036 -0.005 -0.083
C -1.074 -1.585 0.185 -0.118 0.070 0.162
C -2.642 2.776 1.145 -0.496 0.023 0.169
C 5.140 0.506 1.481 0.009 -0.025 0.124
H 4.288 1.103 -1.758 0.038 0.029 -0.103
N 1.493 -0.055 1.444 -0.279 -0.095 0.195
H -1.807 3.218 1.652 0.151 0.119 0.156
H 6.018 0.502 2.109 0.054 -0.005 0.059
C 2.928 0.536 -0.189 0.019 -0.099 0.456
H 1.767 0.186 -2.859 -0.012 0.032 -0.061
H 3.812 -0.060 3.074 0.026 -0.020 0.103
C -1.436 1.890 -0.998 -0.121 -0.055 -0.032
C -2.771 -3.278 0.578 -0.090 0.200 0.021
C -2.359 -1.960 0.560 0.086 -0.188 0.024
O -4.704 2.100 0.674 -0.548 -0.094 0.063
F -3.239 -1.011 0.947 0.117 -0.052 -0.067
C -3.910 1.737 -0.343 0.942 0.064 -0.396
H 0.818 -2.338 -0.455 0.111 0.066 -0.010
H -0.573 2.446 -0.597 -0.035 0.034 -0.103
C 4.181 0.850 -0.713 -0.056 -0.021 0.044
C -3.931 2.729 1.573 0.719 0.305 0.370
H 6.250 1.072 -0.258 0.068 0.019 -0.038
C -0.310 0.122 -2.235 0.210 0.012 -0.240
C 3.913 0.191 2.028 0.010 -0.023 0.106
H -3.780 -3.514 0.879 -0.107 0.006 0.039
H -2.184 -5.300 0.214 -0.033 -0.089 0.011
N -1.171 0.462 -1.118 -0.089 -0.005 0.067
C -0.694 -0.118 0.142 -0.181 -0.130 0.044
H -4.405 3.093 2.463 -0.167 0.001 0.071
H 1.109 -0.327 2.333 0.039 0.006 -0.063
C -2.622 2.126 -0.120 -0.484 -0.035 -0.183
H -1.650 2.263 -2.003 0.137 0.024 0.036
H -0.790 0.483 -3.148 0.017 -0.077 0.008
H 0.117 -4.692 -0.445 0.059 -0.068 -0.024
H -1.231 0.389 0.954 0.080 -0.052 -0.099
C -1.875 -4.266 0.208 0.051 0.026 -0.016
C 5.270 0.831 0.129 0.187 0.060 -0.132
C 0.779 0.091 0.281 0.054 0.231 -0.373
C 2.810 0.208 1.186 0.442 0.142 -0.350
C 1.615 0.446 -0.739 -0.445 -0.073 0.072
C -0.586 -3.924 -0.162 0.063 -0.142 -0.065
H -4.356 1.204 -1.158 -0.182 -0.112 -0.070
```
Forces are in eV/Å.

Properties
structure (SMILES)	Fc1ccccc1[C@H]1c2[nH]c3ccccc3c2CCN1Cc1ccoc1
HOMO	-0.2876	hartree
ΔE to the lowest compared entry with this formula, charge and spin	3.2	kJ/mol
E_LUMO	0.8	eV

Results of the Mulliken charge analysis, in e, for atoms 1 through 8: 0.464 -0.007 -0.593 0.288 -0.658 -0.845 -0.494 0.462


Record 2
Below is the molecule C22H19FN4O3S, with properties calculated with ωB97M-V/def2-TZVPD.

Structure (XYZ):
```
50
Properties=species:S:1:pos:R:3:forces:R:3
C 0.099 -2.267 -0.416 -0.498 0.080 -0.142
C -3.099 -0.389 -0.077 0.072 -0.784 -0.170
H 0.888 -1.711 1.794 0.165 -0.041 0.048
C -0.481 -1.057 -0.192 0.250 -0.340 -0.076
H 4.031 -2.572 -0.744 0.060 0.045 0.178
C 2.287 1.087 0.637 0.360 -0.185 0.230
C 1.547 -2.509 -0.624 0.142 -0.055 0.027
C -1.895 -1.132 -0.203 -0.534 -0.815 -0.182
H -3.618 4.851 0.791 -0.014 0.084 0.016
C -4.429 1.715 -0.134 0.079 0.091 0.006
H -1.277 1.296 0.979 0.131 -0.083 0.036
C 3.779 -2.115 0.214 0.120 -0.033 -0.216
C 3.710 2.766 -2.193 -0.453 0.508 -0.455
C -2.202 1.782 0.713 -0.194 -0.038 -0.080
F -5.472 1.059 -0.679 0.173 0.184 0.093
H -4.366 -4.013 -1.639 -0.039 0.021 0.008
N -3.677 -2.437 -0.469 0.669 0.107 0.037
C 1.717 2.694 -1.236 0.432 -0.599 0.500
H -5.502 3.551 -0.175 -0.095 0.010 -0.038
H 5.101 -0.409 0.553 -0.031 -0.031 -0.107
N -4.134 -1.203 -0.239 -0.593 0.560 0.144
O 1.292 1.371 1.293 -0.254 0.127 -0.109
C -2.332 -2.438 -0.460 0.405 0.463 0.125
H 0.688 2.851 -0.987 -0.206 -0.002 0.130
H -4.482 -4.269 0.116 -0.038 0.024 -0.020
C -3.514 3.790 0.619 -0.005 -0.065 -0.016
H 4.596 2.929 -2.776 0.164 -0.049 -0.009
C -3.248 1.034 0.170 -0.404 0.351 -0.004
C 2.589 1.865 -0.571 -1.015 0.686 -0.393
C -2.332 3.139 0.933 0.125 0.105 0.042
H 3.673 -0.940 2.730 -0.033 0.010 -0.012
H 4.009 -0.232 -0.834 0.034 -0.101 0.144
O 3.807 1.917 -1.163 0.305 -0.235 0.283
C -4.569 3.073 0.082 -0.059 -0.079 -0.030
O 1.985 -2.863 -1.703 -0.038 -0.112 -0.257
C 2.449 3.271 -2.293 0.538 -0.129 -0.064
N 2.362 -2.286 0.441 0.120 0.018 0.044
C -4.577 -3.530 -0.683 -0.215 -0.297 -0.028
C 2.756 -0.663 2.204 -0.166 0.082 0.202
H 2.089 3.966 -3.023 -0.003 0.144 -0.189
H 4.330 -2.620 1.011 -0.011 0.009 -0.041
H 0.080 -0.155 -0.037 0.193 0.155 0.072
C 4.085 -0.599 0.188 0.271 -0.150 -0.290
H -1.504 3.687 1.354 0.079 0.049 0.052
S -1.055 -3.568 -0.693 0.072 0.294 0.028
N 3.125 0.091 1.025 -0.061 0.111 0.171
C 1.958 -1.913 1.778 -0.159 0.006 0.314
H 2.169 -2.743 2.464 -0.046 0.101 0.009
H -5.586 -3.124 -0.689 0.072 -0.050 -0.009
H 2.149 -0.023 2.845 0.136 -0.151 -0.002
```
Forces are in eV/Å.

Properties
structure (SMILES)	Cn1nc(-c2ccccc2F)c2cc(C(=O)N3CCN(C(=O)c4ccco4)CC3)sc21
HOMO	-0.2938	hartree
ΔE to the lowest compared entry with this formula, charge and spin	51.6	kJ/mol
E_LUMO	0.6	eV

Results of the Mulliken charge analysis, in e, for atoms 1 through 8: 0.562 0.187 0.410 -0.671 0.417 0.608 0.663 0.688


Record 3
Below is a structure of composition C22H19N7OPtS2, with properties calculated with ωB97M-V/def2-TZVPD.

Structure (XYZ):
```
52
Properties=species:S:1:pos:R:3:forces:R:3
H 2.977 5.536 -5.290 0.013 -0.007 -0.002
C 0.393 -0.974 -0.573 0.043 -0.006 0.118
Pt 3.156 -0.341 -1.695 -0.810 0.029 0.027
O -0.005 -2.479 1.792 -0.006 0.003 -0.011
C -4.291 -2.594 3.600 -0.017 -0.014 -0.047
S 5.420 -0.337 -1.357 -0.153 -0.182 0.310
H 2.687 0.867 -4.723 0.012 -0.014 0.020
S 3.448 -1.993 -0.180 0.622 -0.104 0.057
C -5.537 -2.075 3.900 0.007 -0.009 0.003
C -3.319 -1.794 3.002 -0.065 -0.024 -0.028
C 0.305 -0.104 -2.711 -0.024 -0.114 0.079
C 5.106 -1.454 -0.042 -0.162 0.083 -0.270
C -5.865 -0.754 3.600 0.004 0.005 0.001
C 3.297 3.841 -2.457 0.004 0.010 -0.009
C -1.737 -0.546 -1.571 0.000 -0.008 -0.016
H 1.005 -1.322 0.244 -0.002 0.041 0.007
H -1.619 0.245 -3.565 -0.002 -0.001 0.001
C -1.000 -1.001 -0.485 0.022 -0.036 -0.032
H -8.009 -0.771 3.406 0.003 -0.005 0.002
C 3.261 2.549 -1.997 -0.097 0.099 -0.177
C 7.302 -1.267 0.957 0.045 -0.032 -0.016
C 2.837 1.733 -4.089 0.041 -0.201 -0.119
H -6.275 -2.716 4.368 -0.003 0.003 0.001
C -1.153 -2.101 1.734 -0.032 -0.057 -0.034
H -1.686 -3.017 3.416 0.022 0.047 0.032
N 3.130 5.359 -4.315 -0.035 0.029 -0.002
N -2.050 -2.356 2.747 0.066 0.009 0.043
H 3.502 4.647 -1.764 -0.004 0.006 -0.003
N 3.020 1.486 -2.789 0.397 0.189 0.323
C -4.886 0.034 3.011 -0.014 0.005 -0.005
H -7.434 -0.267 4.990 0.002 -0.006 0.000
H 3.301 6.144 -3.715 0.011 -0.004 0.000
C -7.229 -0.208 3.920 -0.008 0.012 -0.004
N 8.362 -0.819 0.951 -0.003 0.013 0.017
H 3.437 2.332 -0.953 0.009 -0.020 0.011
H -5.101 1.073 2.789 -0.002 0.001 0.002
N -1.690 -1.435 0.646 0.003 0.033 0.005
C 3.090 4.099 -3.819 0.018 -0.025 0.012
N 5.277 -3.438 2.808 -0.014 -0.011 -0.005
H -2.820 -0.553 -1.535 -0.001 -0.001 -0.007
C 2.855 2.991 -4.643 -0.002 0.012 0.025
H 0.859 0.221 -3.575 0.003 0.035 -0.031
C -1.074 -0.100 -2.698 -0.019 -0.002 -0.001
H -2.692 -1.339 0.619 0.004 0.020 0.012
H -4.064 -3.629 3.823 0.001 0.001 -0.003
C 5.594 -2.714 1.972 0.036 -0.001 0.027
N 1.022 -0.523 -1.661 0.056 0.188 -0.295
C -3.621 -0.465 2.726 0.031 0.009 0.058
C 5.983 -1.811 0.939 0.002 0.012 -0.061
H -7.316 0.835 3.620 0.003 0.000 0.000
H 2.707 3.110 -5.707 -0.003 0.001 -0.001
H -2.861 0.196 2.329 0.000 -0.010 -0.013
```
Forces are in eV/Å.

Properties
HOMO	-0.2707	hartree
ΔE to the lowest compared entry with this formula, charge and spin	0.0	kJ/mol
E_LUMO	0.0	eV

Results of the Mulliken charge analysis, in e, for atoms 1 through 8: 0.185 0.059 0.599 -0.654 -0.642 -0.397 0.599 -0.388


Record 4
Below is a structure of composition C22H19N8Zn, with properties calculated with ωB97M-V/def2-TZVPD.

Structure (XYZ):
```
50
Properties=species:S:1:pos:R:3:forces:R:3
H 2.965 2.193 -4.265 0.022 0.017 0.026
H 3.792 1.096 4.869 0.022 -0.043 -0.002
N 2.668 0.298 -1.677 0.174 0.019 -0.153
C 1.646 1.995 -2.487 0.068 0.131 0.112
C -1.334 -2.533 3.079 0.028 0.072 -0.018
C 0.711 3.153 -2.556 0.031 -0.057 0.056
H 1.822 -0.415 4.771 -0.038 0.014 -0.003
C 3.331 0.581 -2.808 -0.020 0.143 0.080
H -5.413 -0.323 -1.488 0.006 -0.042 0.013
C -3.785 -0.704 -0.138 0.107 0.002 0.043
N 0.716 -1.558 -0.610 0.175 -0.938 -0.292
C -1.996 -3.113 -2.163 -0.139 0.455 -0.048
C -4.374 -0.134 -1.256 0.077 0.060 -0.076
C -0.095 -2.312 -1.031 0.164 0.524 -0.258
H -1.603 -3.412 3.648 -0.028 -0.001 -0.008
C 1.427 0.033 2.708 0.229 0.098 0.113
H 4.474 -1.218 -2.880 0.031 -0.016 -0.048
H -0.032 3.093 -1.761 -0.033 0.045 -0.030
C 3.604 1.670 2.807 0.021 -0.028 0.095
H 4.456 2.335 2.804 -0.014 0.015 -0.011
H -1.648 1.514 -2.360 -0.010 -0.027 -0.009
C -0.148 -1.868 3.361 0.037 0.048 -0.001
H -4.030 1.152 -2.949 0.019 -0.023 -0.019
C 3.239 0.973 3.947 -0.016 0.037 -0.145
C -2.283 0.894 -1.740 0.036 0.017 -0.088
H 4.618 -0.190 -4.315 -0.006 -0.022 -0.004
H 5.433 0.266 -2.820 0.010 -0.021 -0.018
C -2.154 -2.093 2.050 -0.021 0.017 0.002
H 0.515 -2.230 4.133 -0.007 0.023 0.017
N -2.990 -3.097 -2.756 0.053 -0.014 0.013
H -4.358 -1.340 0.521 -0.010 -0.001 -0.007
N -0.613 -0.359 1.604 -0.191 -0.141 0.391
C 2.852 1.502 1.657 0.078 0.034 -0.092
H 0.213 3.205 -3.523 -0.036 -0.024 0.006
C 2.703 1.684 -3.353 -0.056 -0.006 -0.054
H 3.109 2.026 0.743 -0.039 -0.030 -0.021
C 0.184 -0.768 2.585 -0.207 -0.113 0.036
H 1.272 4.079 -2.426 -0.057 0.031 0.001
C 2.138 0.132 3.894 -0.033 -0.009 -0.021
Zn 0.401 0.281 -0.060 -0.106 0.855 -0.219
H 2.773 -0.522 -1.100 -0.137 -0.097 -0.034
N -0.909 -3.160 -1.435 0.102 -0.794 0.341
C -2.452 -0.437 0.131 -0.233 0.075 -0.183
N 1.789 0.705 1.602 -0.148 -0.132 0.227
C -3.610 0.683 -2.071 -0.042 -0.026 0.066
C 4.531 -0.188 -3.232 -0.026 -0.002 0.046
H -3.059 -2.629 1.803 -0.001 0.009 -0.010
N -1.710 0.353 -0.668 -0.012 -0.018 0.149
N 1.624 1.136 -1.467 0.112 -0.072 -0.122
C -1.749 -0.987 1.316 0.063 -0.042 0.163
```
Forces are in eV/Å.

Properties
HOMO	-0.4140	hartree
charge	+1
ΔE to the lowest compared entry with this formula, charge and spin	21.0	kJ/mol
E_LUMO	-3.4	eV

Results of the Mulliken charge analysis, in e, for atoms 1 through 8: 0.490 0.451 0.422 0.624 -0.775 -1.453 0.344 0.563